# C51H121N13O10

A 10-piece molecular cluster, C51H121N13O10 overall in a non-equilibrium geometry (ωB97M-V with the def2-TZVPD basis set, the OMol25 dataset).

Element x y z (Å)
C 7.68384 -1.29451 -6.98926
C 6.88829 -1.26430 -8.30099
C 5.98276 0.05467 -8.24908
C 6.65385 1.38524 -8.69864
C 7.54079 1.15232 -9.89629
C 8.46046 -0.09641 -9.91561
N 7.79229 -1.31893 -9.49314
O 8.58317 -2.47730 -9.61201
C 8.68512 -0.30354 -11.45393
C 9.84232 0.15295 -9.10662
C 5.92891 -2.45854 -8.45479
H 8.36056 -2.14188 -6.87918
H 7.01176 -1.54012 -6.16702
H 8.26636 -0.42751 -6.67767
H 5.00585 0.02490 -8.73164
H 5.85381 0.25831 -7.18607
H 7.31444 1.80784 -7.94159
H 6.01105 2.22315 -8.96850
H 8.25180 1.97760 -9.85777
H 6.96842 1.27735 -10.81545
H 7.73331 -0.47576 -11.95645
H 9.14889 0.62392 -11.78986
H 9.22982 -1.17421 -11.81909
H 9.57728 0.33320 -8.06480
H 10.44299 -0.75477 -9.16441
H 10.41496 1.05058 -9.33996
H 6.35470 -3.45814 -8.36754
H 5.39276 -2.31786 -9.39332
H 5.07374 -2.54969 -7.78510
H 8.06164 -2.92617 -10.28142
C 0.05157 -3.01322 2.40555
C 0.95068 -2.20815 1.40831
C 0.29293 -2.13259 0.00927
C -0.80734 -1.10804 -0.15934
C -0.15034 0.22173 0.14171
C 0.47242 0.35195 1.55440
N 1.30302 -0.81613 1.79053
O 2.07909 -0.73468 2.92236
C 1.27113 1.70364 1.67555
C -0.79146 0.43650 2.52183
C 2.31403 -2.92351 1.25555
H -0.82598 -2.36694 2.42338
H 0.51558 -3.09653 3.38833
H -0.11708 -4.01658 2.01451
H 1.13878 -2.01738 -0.66850
H -0.15905 -3.11254 -0.14406
H -1.54462 -1.37636 0.59731
H -1.21938 -1.11318 -1.16845
H -0.93085 0.98112 0.09428
H 0.57650 0.47067 -0.63148
H 2.17481 1.56118 1.08296
H 0.79039 2.60975 1.30682
H 1.46371 1.97593 2.71327
H -1.10058 1.47978 2.58594
H -1.70009 -0.15396 2.40414
H -0.48285 0.33427 3.56221
H 2.13654 -3.98712 1.09635
H 2.93768 -2.91125 2.14943
H 3.02050 -2.49441 0.54500
H 1.57602 -1.32465 3.48845
C -7.81575 -1.30305 7.80678
C -7.53560 -2.79026 7.45370
C -6.09799 -3.07271 7.80564
C -5.57690 -4.52948 7.74869
C -6.54761 -5.41546 8.54271
C -8.04236 -5.18317 8.27793
N -8.34266 -3.74571 8.26180
O -9.70778 -3.45939 8.18733
C -8.39572 -5.92009 6.90694
C -8.79527 -5.89433 9.49628
C -7.74818 -2.98842 5.94972
H -8.83602 -0.92225 7.76050
H -7.04103 -0.74174 7.28444
H -7.56362 -1.17308 8.85923
H -5.39346 -2.37054 7.35988
H -5.88635 -2.74380 8.82305
H -4.53303 -4.64861 8.03888
H -5.51289 -4.85093 6.70914
H -6.38258 -5.14466 9.58556
H -6.19506 -6.44169 8.64572
H -8.90636 -6.84603 7.17151
H -9.18041 -5.36766 6.39004
H -7.51411 -6.10375 6.29285
H -9.85249 -5.87387 9.23175
H -8.45071 -6.87931 9.81121
H -8.86238 -5.33617 10.43012
H -7.34237 -3.94753 5.62794
H -7.26877 -2.14944 5.44537
H -8.79620 -2.76371 5.75157
H -9.73573 -3.43847 7.22797
C -2.51300 9.69508 7.60004
C -4.03370 9.68179 7.52138
C -4.63876 10.80384 8.36439
C -4.48298 12.21976 7.88213
C -4.97307 12.33993 6.40748
C -4.53788 11.09522 5.47894
N -4.58137 9.75292 6.13235
O -4.18555 8.76271 5.20196
C -5.54130 11.02887 4.23145
C -3.08368 11.38344 4.96525
C -4.58740 8.33523 8.14918
H -1.97193 9.29264 6.74366
H -1.96224 9.46758 8.51273
H -2.20622 10.73887 7.53282
H -5.70865 10.59760 8.39427
H -4.15804 10.68712 9.33567
H -3.46280 12.56269 8.05455
H -5.15675 12.79403 8.51803
H -4.47232 13.21013 5.98310
H -6.04302 12.52555 6.50166
H -5.36458 11.93769 3.65619
H -5.34629 10.18746 3.56655
H -6.56811 10.86512 4.55845
H -3.03479 12.16770 4.20985
H -2.29420 11.57685 5.69149
H -2.75364 10.50944 4.40371
H -5.61851 8.16825 7.83771
H -4.47906 8.33882 9.23377
H -4.11440 7.43488 7.75707
H -5.00848 8.28404 5.07844
C 6.50083 -1.46659 8.50213
O 5.74663 -1.83905 9.41787
N 6.93507 -0.25597 8.43781
N 6.92626 -2.13981 7.48440
H 6.66691 0.36007 9.19192
H 7.48226 0.10766 7.67070
H 6.73527 -3.11344 7.29552
H 7.64300 -1.73948 6.89609
C 9.22550 -7.29628 -0.84761
O 10.11660 -6.82466 -1.50797
N 9.03898 -7.17174 0.44129
N 8.31009 -8.14256 -1.28882
H 9.71894 -6.64411 0.96983
H 8.29106 -7.70347 0.86318
H 7.71760 -8.72761 -0.71719
H 8.38428 -8.28986 -2.28527
C 9.92086 2.43739 2.55204
O 9.95702 2.23666 3.76580
N 10.88236 3.05415 1.91333
N 8.91535 2.31147 1.76989
H 10.93635 3.25160 0.92429
H 11.75706 3.35638 2.31786
H 8.06871 1.94140 2.17773
H 8.94312 2.64286 0.81621
C -2.36344 7.35972 -4.67777
C -3.32830 8.38558 -4.00559
C -2.83992 9.84437 -4.25392
O -2.65914 10.11093 -5.61522
C -1.52624 11.03462 -5.79916
N -4.66210 8.20695 -4.54781
H -2.01024 7.73070 -5.63993
H -2.74848 6.35507 -4.85250
H -1.43743 7.25517 -4.11238
H -3.47361 8.11943 -2.95861
H -1.99373 10.12379 -3.62624
H -3.71637 10.34074 -3.83733
H -1.27953 10.89409 -6.85153
H -0.64510 10.80105 -5.20155
H -1.93361 12.00799 -5.52586
H -4.85329 7.29742 -4.94314
H -4.71150 8.83859 -5.33438
C 2.74314 -12.10841 -4.39443
C 4.14795 -12.93991 -4.43862
C 3.95533 -14.40099 -4.92153
O 5.04407 -15.17287 -4.39585
C 4.93274 -16.61220 -4.60539
N 5.02567 -12.27501 -5.28664
H 2.41532 -11.78174 -5.38131
H 2.75009 -11.26514 -3.70381
H 1.93446 -12.69009 -3.95196
H 4.75252 -12.94590 -3.53165
H 3.82752 -14.46867 -6.00190
H 2.96885 -14.68538 -4.55534
H 4.59916 -16.82074 -5.62191
H 4.24671 -17.11043 -3.92040
H 5.88653 -17.12406 -4.47734
H 4.56535 -12.23280 -6.18465
H 5.83596 -12.84516 -5.48267
C -8.45560 -0.74748 -7.04495
C -7.02009 -0.26843 -6.59611
C -6.00148 -1.10001 -7.29707
O -6.31395 -2.49451 -7.34461
C -6.35214 -3.18442 -6.12596
N -6.91750 1.25320 -6.75488
H -8.43939 -0.80998 -8.13304
H -9.23741 0.00035 -6.91220
H -8.78870 -1.70175 -6.63691
H -6.93827 -0.53404 -5.54214
H -4.94959 -0.89688 -7.09620
H -6.12605 -0.81195 -8.34091
H -7.02174 -2.70369 -5.41276
H -5.35692 -3.11811 -5.68638
H -6.41960 -4.26153 -6.27886
H -5.93898 1.42164 -6.56990
H -7.00157 1.42425 -7.74674

Values from the calculation:
- HOMO: -8.04 eV
- Multiplicity: 1
- SMILES: CC1(C)CCCC(C)(C)N1O.CC1(C)CCCC(C)(C)N1O.CC1(C)CCCC(C)(C)N1O.CC1(C)CCCC(C)(C)N1O.COC[C@H](C)N.COC[C@H](C)N.COC[C@H](C)N.NC(N)=O.NC(N)=O.NC(N)=O
- Calculated total energy: -3479.59091 a.u.
- LUMO: 0.40 eV
- Frontier orbital gap: 8.44 eV

Results of the Mulliken charge analysis, in e, for atoms 1 through 4:
1 C -1.94
2 C 1.66
3 C -1.05
4 C -0.87